Arrangement one

13
Properties=species:S:1:pos:R:3:mulliken_charge:R:1 method="wB97M-V/def2-TZVPD" orbital_gap_ev=10.9 smiles=C#CC[C@H](O)C#C e_lumo_ev=0.900 e_homo_ev=-10.02
O -0.26 -0.93 1.96 -0.55
C 0.34 -1.02 0.68 -0.01
C -0.62 -0.83 -0.54 -0.67
C -1.00 0.56 -0.84 -0.45
C -1.41 1.63 -1.19 0.05
C 1.40 -0.01 0.48 -0.67
C 2.06 0.93 0.14 0.20
H -0.45 0.00 2.15 0.36
H 0.79 -2.02 0.69 0.31
H -1.56 -1.39 -0.42 0.31
H -0.15 -1.23 -1.45 0.31
H -1.81 2.57 -1.52 0.40
H 2.67 1.75 -0.16 0.40

=====

Arrangement two

13
Properties=species:S:1:pos:R:3:mulliken_charge:R:1 method="wB97M-V/def2-TZVPD" orbital_gap_ev=9.7 smiles="O=C1CC[C@@H]2C=C12" e_lumo_ev=0.216 e_homo_ev=-9.45
C 0.41 -2.01 0.46 -0.61
C 1.23 -1.30 -0.36 0.08
C 1.98 0.00 -0.16 0.37
C 0.93 1.06 -0.03 -0.43
C -0.50 0.29 0.08 -0.51
C -0.25 -1.08 -0.51 -0.29
O 3.18 0.17 -0.16 -0.57
H 0.47 -2.73 1.20 0.44
H 1.12 1.88 0.70 0.35
H 0.98 1.38 -1.01 0.26
H -0.76 0.05 1.16 0.25
H -1.20 1.05 -0.34 0.34
H -0.70 -1.32 -1.49 0.33

=====

Arrangement three

13
Properties=species:S:1:pos:R:3:mulliken_charge:R:1 method="wB97M-V/def2-TZVPD" orbital_gap_ev=8.9 e_lumo_ev=0.077 e_homo_ev=-8.85
C -1.36 -1.63 -0.07 -0.57
C -1.50 -0.39 -0.29 -0.24
C -0.60 0.65 -0.31 0.29
C 0.49 0.16 -1.07 -0.31
C 1.27 -0.44 -0.07 -0.25
O 1.13 0.22 1.14 -0.35
C -0.03 1.06 1.03 -0.43
H -1.90 -2.55 0.07 0.37
H 0.38 -0.26 -2.06 0.38
H 0.25 -1.49 -0.02 0.11
H 2.24 -0.92 -0.18 0.43
H 0.29 2.11 1.07 0.28
H -0.71 0.85 1.86 0.30

=====

arrangement two is the most stable structure; the next one sits 0.051 eV above it.

=====

Arrangement one

13
Properties=species:S:1:pos:R:3:mulliken_charge:R:1 method="wB97M-V/def2-TZVPD" orbital_gap_ev=9.9 smiles="C#CC1=CCOC1" e_lumo_ev=0.973 e_homo_ev=-8.98
C 2.99 -0.42 0.51 0.08
C 1.82 -0.22 0.32 -0.53
C 0.43 -0.03 0.08 0.30
C -0.25 1.12 0.07 -0.48
C -1.69 0.85 -0.23 -0.39
O -1.79 -0.56 -0.40 -0.38
C -0.52 -1.17 -0.22 -0.40
H 4.04 -0.59 0.69 0.41
H 0.15 2.11 0.24 0.42
H -2.35 1.17 0.59 0.24
H -2.03 1.36 -1.15 0.24
H -0.23 -1.72 -1.12 0.24
H -0.57 -1.89 0.61 0.24

=====

Arrangement two

13
Properties=species:S:1:pos:R:3:mulliken_charge:R:1 method="wB97M-V/def2-TZVPD" orbital_gap_ev=10.3 e_lumo_ev=1.047 e_homo_ev=-9.25
C -1.63 -0.32 2.20 0.05
C -0.91 -0.23 1.23 -1.18
C -0.07 -0.14 0.08 0.79
C 1.45 -0.07 0.13 -0.66
C 0.69 1.02 -0.52 -0.04
O 0.34 0.67 -1.85 -0.42
C -0.48 -0.41 -1.36 -0.38
H -2.27 -0.39 3.05 0.43
H 2.04 -0.75 -0.48 0.19
H 1.84 0.14 1.12 0.32
H 0.72 2.07 -0.26 0.35
H -1.54 -0.21 -1.55 0.31
H -0.19 -1.38 -1.79 0.23

=====

arrangement one is the most stable structure; the next one sits 1.282 eV above it.

=====

Arrangement one

103
Properties=species:S:1:pos:R:3:mulliken_charge:R:1 method="wB97M-V/def2-TZVPD" orbital_gap_ev=4.9 e_lumo_ev=-7.910 e_homo_ev=-12.83 charge=+2
Au -0.51 -0.30 -0.62 1.25
C 3.16 -5.67 5.04 -0.99
S 1.70 -4.62 4.96 0.01
C 0.78 -5.43 3.61 -1.26
C 0.12 -4.43 2.67 0.27
C 1.16 -3.52 2.01 -0.98
N 0.60 -2.41 1.20 0.55
P 0.15 -0.90 1.88 1.23
C -0.64 -1.28 3.44 0.49
C 0.11 -1.46 4.60 -0.90
C -0.54 -1.82 5.78 -0.67
C -1.92 -1.98 5.79 -0.66
C -2.67 -1.78 4.64 -0.66
C -2.03 -1.42 3.47 0.78
C 1.69 -0.09 2.23 0.53
C 1.66 1.05 3.05 -0.56
C 2.84 1.74 3.31 -0.71
C 4.03 1.31 2.73 -0.66
C 4.05 0.20 1.90 -0.68
C 2.88 -0.49 1.63 -0.39
P -0.01 -2.53 -0.33 0.07
C -1.45 -3.56 -0.32 1.14
C -1.39 -4.85 -0.85 -0.56
C -2.49 -5.68 -0.74 -0.76
C -3.65 -5.22 -0.13 -0.63
C -3.73 -3.93 0.37 -0.85
C -2.63 -3.09 0.27 -0.08
C 1.08 -3.21 -1.55 1.20
C 0.61 -3.12 -2.87 -0.45
C 1.36 -3.62 -3.91 -0.86
C 2.59 -4.22 -3.65 -0.47
C 3.07 -4.30 -2.35 -0.82
C 2.32 -3.78 -1.30 -0.35
H 3.81 -5.26 5.82 0.37
H 3.70 -5.66 4.09 0.28
H 2.89 -6.69 5.31 0.34
H 0.01 -6.06 4.06 0.53
H 1.48 -6.08 3.08 0.51
H -0.61 -3.83 3.22 0.00
H -0.43 -4.98 1.91 0.17
H 1.80 -4.13 1.38 0.24
H 1.79 -3.08 2.78 0.44
H 1.18 -1.33 4.60 0.50
H 0.04 -1.97 6.68 0.47
H -2.42 -2.26 6.72 0.44
H -3.75 -1.89 4.66 0.51
H -2.60 -1.24 2.57 -0.43
H 0.73 1.38 3.50 0.49
H 2.83 2.61 3.96 0.46
H 4.95 1.85 2.93 0.44
H 4.98 -0.12 1.44 0.51
H 2.90 -1.35 0.97 0.39
H -0.48 -5.21 -1.33 0.46
H -2.45 -6.69 -1.13 0.47
H -4.51 -5.88 -0.05 0.43
H -4.65 -3.57 0.82 0.50
H -2.68 -2.08 0.66 -0.35
H -0.35 -2.65 -3.07 0.48
H 1.00 -3.53 -4.93 0.46
H 3.17 -4.62 -4.47 0.43
H 4.03 -4.76 -2.16 0.42
H 2.72 -3.83 -0.29 0.18
C -4.91 0.78 1.85 -0.66
C -4.42 2.21 2.02 -1.03
N -5.01 3.14 1.06 0.10
C -6.37 3.64 1.34 -0.75
C -7.44 2.96 0.50 -1.04
C -4.42 3.61 -0.06 0.45
O -4.96 4.41 -0.81 -0.61
C -3.01 3.21 -0.45 0.21
C -2.24 4.21 -1.05 -0.37
C -0.97 3.92 -1.52 -0.90
C -0.48 2.64 -1.38 -0.06
N -1.22 1.67 -0.83 -0.48
C -2.47 1.95 -0.37 -0.01
H -4.27 0.09 2.42 -0.11
H -4.93 0.48 0.80 0.39
H -5.93 0.66 2.23 0.47
H -3.34 2.27 1.96 0.55
H -4.69 2.57 3.01 0.35
H -6.38 4.71 1.14 0.44
H -6.56 3.48 2.40 0.40
H -7.28 3.16 -0.56 0.30
H -8.42 3.36 0.76 0.39
H -7.46 1.88 0.66 0.26
H -2.68 5.19 -1.17 0.55
H -0.37 4.68 -2.01 0.49
H 0.51 2.36 -1.72 0.31
H -3.04 1.11 0.00 0.39
N 9.00 0.79 -3.55 -0.42
C 7.91 0.68 -3.19 -0.20
C 6.54 0.54 -2.76 0.56
C 5.97 -0.73 -2.67 -0.74
C 4.64 -0.86 -2.32 0.09
C 3.87 0.26 -2.04 0.68
C 4.45 1.53 -2.10 -0.46
C 5.78 1.67 -2.46 -0.83
C 2.47 0.13 -1.69 0.62
C 1.29 0.06 -1.45 -1.95
H 6.57 -1.60 -2.89 0.49
H 4.18 -1.84 -2.28 0.42
H 3.86 2.40 -1.87 0.48
H 6.24 2.64 -2.51 0.49

=====

Arrangement two

103
Properties=species:S:1:pos:R:3:mulliken_charge:R:1 method="wB97M-V/def2-TZVPD" orbital_gap_ev=5.0 e_lumo_ev=-7.492 e_homo_ev=-12.54 charge=+2
Au -0.20 -0.40 0.16 0.60
C -4.76 5.95 4.49 -0.65
S -5.43 4.30 4.77 -0.09
C -4.86 3.47 3.28 -0.96
C -3.37 3.19 3.27 0.63
C -2.99 2.40 2.02 -0.85
N -1.58 1.91 2.04 1.00
P -1.25 0.34 2.25 -1.58
C -2.52 -0.69 2.98 1.63
C -2.80 -1.97 2.50 -0.27
C -3.65 -2.79 3.23 -0.76
C -4.22 -2.34 4.41 -0.66
C -3.92 -1.07 4.89 -1.03
C -3.05 -0.25 4.19 -0.46
C 0.22 0.07 3.23 1.03
C 0.79 -1.20 3.24 -0.60
C 1.90 -1.45 4.03 -0.80
C 2.42 -0.43 4.82 -0.57
C 1.82 0.83 4.84 -0.69
C 0.72 1.08 4.05 -0.40
P -0.19 2.85 1.41 0.14
C -0.67 4.53 1.90 0.14
C -0.20 5.00 3.12 -0.29
C -0.57 6.26 3.57 -0.75
C -1.41 7.05 2.80 -0.64
C -1.86 6.60 1.56 -0.86
C -1.49 5.34 1.11 -0.12
C -0.37 2.86 -0.40 1.06
C -1.51 2.64 -1.17 0.36
C -1.46 2.72 -2.55 -0.62
C -0.26 3.03 -3.19 -0.83
C 0.88 3.26 -2.43 -0.64
C 0.83 3.16 -1.05 -0.99
H -5.10 6.57 5.32 0.41
H -5.14 6.37 3.56 0.26
H -3.67 5.96 4.48 0.08
H -5.16 4.07 2.40 0.38
H -5.43 2.54 3.23 0.38
H -3.10 2.65 4.17 0.15
H -2.81 4.13 3.29 -0.50
H -3.12 3.03 1.14 0.55
H -3.65 1.53 1.90 0.24
H -2.38 -2.33 1.57 0.62
H -3.86 -3.79 2.87 0.52
H -4.88 -2.98 4.97 0.47
H -4.35 -0.72 5.82 0.52
H -2.79 0.71 4.60 0.35
H 0.38 -2.00 2.64 0.48
H 2.35 -2.43 4.04 0.48
H 3.31 -0.61 5.41 0.41
H 2.22 1.60 5.48 0.52
H 0.24 2.05 4.07 0.34
H 0.47 4.39 3.72 0.42
H -0.20 6.63 4.52 0.46
H -1.69 8.04 3.15 0.46
H -2.49 7.23 0.95 0.48
H -1.83 5.00 0.14 0.45
H -2.45 2.38 -0.69 0.01
H -2.35 2.53 -3.14 0.51
H -0.23 3.10 -4.26 0.44
H 1.81 3.51 -2.93 0.48
H 1.73 3.33 -0.47 0.35
C 6.20 2.18 -0.66 -1.08
C 5.12 2.70 0.27 -0.37
N 5.21 2.23 1.65 0.41
C 5.85 3.11 2.64 -0.66
C 7.34 3.31 2.40 -1.23
C 4.73 1.04 2.06 0.13
O 4.79 0.60 3.19 -0.63
C 4.00 0.19 1.04 -0.30
C 4.63 -0.83 0.34 0.14
C 3.88 -1.68 -0.45 -1.03
C 2.51 -1.51 -0.49 -0.54
N 1.89 -0.54 0.20 -0.61
C 2.62 0.29 0.95 0.56
H 6.10 2.64 -1.64 0.41
H 6.13 1.10 -0.79 0.18
H 7.19 2.41 -0.27 0.32
H 4.13 2.45 -0.13 -0.08
H 5.16 3.79 0.32 0.57
H 5.68 2.66 3.62 0.39
H 5.33 4.07 2.62 0.41
H 7.86 2.35 2.39 0.32
H 7.76 3.91 3.20 0.41
H 7.53 3.82 1.46 0.30
H 5.70 -0.96 0.43 0.72
H 4.34 -2.48 -1.01 0.48
H 1.88 -2.17 -1.08 0.43
H 2.08 1.06 1.50 0.58
N -10.13 0.04 -0.34 -0.42
C -8.98 -0.01 -0.31 -0.17
C -7.54 -0.07 -0.27 0.67
C -6.80 1.06 -0.58 -1.01
C -5.42 1.01 -0.53 0.02
C -4.78 -0.18 -0.18 0.39
C -5.53 -1.32 0.12 -0.39
C -6.91 -1.27 0.07 -0.92
C -3.35 -0.23 -0.09 0.53
C -2.14 -0.32 -0.01 -0.13
H -7.31 1.98 -0.86 0.50
H -4.84 1.89 -0.78 0.50
H -5.03 -2.24 0.38 0.52
H -7.50 -2.14 0.30 0.50

=====

arrangement two is the most stable structure; the next one sits 0.539 eV above it.

=====

Arrangement one

66
Properties=species:S:1:pos:R:3:mulliken_charge:R:1 method="wB97M-V/def2-TZVPD" orbital_gap_ev=8.5 smiles="Cc1ccc([C@H](C(=O)NC2CCCCC2)N(C(=O)Cc2c[nH]c3ccccc23)c2ccccc2)o1" e_lumo_ev=0.509 e_homo_ev=-7.98
C -1.28 4.86 3.80 -1.27
C -1.75 3.73 2.94 0.35
C -2.88 2.97 2.98 -0.93
C -2.78 2.05 1.91 -0.47
C -1.60 2.32 1.29 -0.46
O -0.96 3.34 1.92 -0.47
C -0.91 1.66 0.15 1.77
N -0.27 0.41 0.57 1.34
C -1.04 -0.70 0.75 0.67
O -2.22 -0.71 0.46 -0.58
C -0.31 -1.94 1.21 -1.30
C 0.89 -2.23 0.36 0.71
C 0.91 -2.35 -1.00 -1.06
N 2.19 -2.56 -1.43 0.11
C 3.02 -2.60 -0.35 -0.76
C 4.40 -2.79 -0.28 -1.08
C 4.98 -2.77 0.97 -0.51
C 4.21 -2.59 2.12 -0.96
C 2.85 -2.40 2.06 -0.09
C 2.24 -2.40 0.81 1.11
H 2.27 -2.27 2.96 0.48
H 4.70 -2.59 3.08 0.42
H 6.05 -2.91 1.06 0.41
H 4.99 -2.94 -1.17 0.42
H 2.47 -2.71 -2.39 0.23
H 0.10 -2.30 -1.69 0.70
H 0.01 -1.82 2.25 0.26
H -1.03 -2.77 1.17 0.47
C 1.04 0.55 1.09 -0.93
C 2.11 0.71 0.22 0.10
C 3.39 0.88 0.72 -0.98
C 3.60 0.91 2.08 -0.48
C 2.54 0.77 2.96 -1.22
C 1.26 0.60 2.46 -0.01
H 0.41 0.51 3.14 0.65
H 2.70 0.81 4.02 0.46
H 4.60 1.04 2.47 0.44
H 4.22 0.99 0.04 0.45
H 1.94 0.70 -0.85 0.40
H -0.11 2.33 -0.20 0.45
C -1.86 1.44 -1.05 -0.40
O -2.89 2.07 -1.18 -0.70
N -1.36 0.61 -1.98 0.22
H -0.57 0.03 -1.73 0.05
C -2.17 0.15 -3.10 -0.61
C -2.82 -1.20 -2.79 0.20
C -3.69 -1.64 -3.96 -1.01
C -2.86 -1.74 -5.23 -0.62
C -2.18 -0.41 -5.54 -0.74
C -1.32 0.04 -4.36 -0.59
H -0.51 -0.68 -4.20 0.18
H -0.86 1.01 -4.58 0.34
H -1.57 -0.50 -6.44 0.37
H -2.95 0.35 -5.73 0.34
H -2.09 -2.51 -5.10 0.29
H -3.49 -2.04 -6.07 0.34
H -4.15 -2.61 -3.74 0.39
H -4.49 -0.91 -4.11 0.39
H -3.41 -1.11 -1.87 0.36
H -2.05 -1.95 -2.61 -0.23
H -2.95 0.90 -3.23 0.47
H -3.49 1.30 1.63 0.70
H -3.68 3.06 3.69 0.48
H -1.20 5.77 3.21 0.28
H -0.30 4.64 4.22 0.30
H -1.99 5.02 4.61 0.35

=====

Arrangement two

66
Properties=species:S:1:pos:R:3:mulliken_charge:R:1 method="wB97M-V/def2-TZVPD" orbital_gap_ev=6.0 e_lumo_ev=-0.780 e_homo_ev=-6.77
C 5.59 -0.34 1.47 -1.18
C 4.41 0.58 1.23 -0.32
N 3.55 0.70 2.41 0.43
C 3.81 1.80 3.36 -0.89
C 2.97 3.02 3.08 -1.08
C 2.66 -0.35 2.72 0.84
C 1.58 -0.11 3.59 -0.87
N 0.63 -1.05 3.96 0.22
C 0.83 -2.39 3.73 -0.17
C -0.09 -3.33 4.11 -0.77
C -1.26 -2.92 4.72 -0.21
C -1.48 -1.57 4.95 -0.68
C -0.53 -0.66 4.58 -0.12
O 2.83 -1.45 2.18 -0.75
H 6.19 -0.45 0.57 0.41
H 6.24 0.05 2.25 0.31
H 5.24 -1.33 1.78 0.25
H 4.74 1.58 0.94 0.44
H 3.78 0.21 0.42 -0.02
H 3.65 1.43 4.37 0.50
H 4.88 2.05 3.30 0.41
H 3.15 3.83 3.80 0.38
H 3.18 3.42 2.08 0.30
H 1.91 2.79 3.11 0.27
H 1.42 0.89 3.95 0.20
H 1.75 -2.69 3.25 0.56
H 0.10 -4.37 3.93 0.40
H -1.99 -3.65 5.02 0.39
H -2.40 -1.25 5.41 0.41
H -0.70 0.39 4.75 0.35
C 4.56 2.38 -5.02 -1.00
N 3.44 1.45 -5.17 0.23
C 3.01 1.16 -6.54 -1.02
C 2.61 1.11 -4.05 -0.12
C 1.47 1.87 -3.75 -0.22
C 0.62 1.49 -2.76 -0.85
C 0.84 0.34 -1.99 0.80
C -0.11 -0.08 -0.97 -0.19
C -1.46 0.04 -1.04 0.08
C -2.39 -0.35 0.03 -0.27
O -2.09 -0.71 1.15 -0.61
C -3.75 -0.24 -0.51 0.05
C -3.69 0.21 -1.82 -0.13
C -4.83 0.36 -2.58 -0.35
C -6.05 0.07 -2.01 -0.51
C -6.12 -0.36 -0.69 -0.50
C -4.98 -0.52 0.07 -0.35
C -2.28 0.43 -2.20 0.64
O -1.92 0.84 -3.28 -0.69
C 2.00 -0.40 -2.26 -0.83
C 2.86 -0.03 -3.26 -0.30
H 4.71 2.62 -3.97 0.30
H 5.47 1.95 -5.42 0.32
H 4.35 3.31 -5.56 0.32
H 2.11 0.56 -6.54 0.30
H 2.80 2.08 -7.08 0.34
H 3.78 0.61 -7.08 0.32
H 1.26 2.75 -4.34 0.45
H -0.27 2.07 -2.56 0.46
H 0.29 -0.57 -0.09 0.58
H -4.74 0.70 -3.60 0.51
H -6.95 0.17 -2.59 0.41
H -7.08 -0.57 -0.25 0.40
H -5.02 -0.84 1.10 0.52
H 2.19 -1.30 -1.69 0.45
H 3.73 -0.62 -3.49 0.46

=====

arrangement one is the most stable structure; the next one sits 3.899 eV above it.